Density functional theory data (ωB97M-V/def2-TZVPD) for one molecule with the formula C4H8N2.

Results
Net charge = 0
Lowest unoccupied orbital energy = 0.87 eV
Gap between HOMO and LUMO = 0.323 Eh

Each line ends with the natural charge from an NBO analysis.
Atoms and positions in Å:
C -1.75 -1.21 -0.34  -0.25
N -1.54 0.13 0.22  -0.60
C -0.61 -0.41 -0.79  -0.23
C 0.70 -1.01 -0.31  0.10
C 1.35 1.33 0.35  -0.45
N 1.44 -0.14 0.33  -0.56
H -2.65 -1.35 -0.93  0.19
H -1.45 -2.06 0.27  0.20
H -1.12 0.05 1.15  0.34
H -0.65 0.11 -1.75  0.22
H 1.28 1.68 -0.68  0.21
H 0.48 1.69 0.91  0.22
H 2.27 1.72 0.80  0.21
H 2.26 -0.52 0.77  0.39



Density functional theory data (ωB97M-V/def2-TZVPD) for C30H31F5N7O5Sc as an isolated structure.

Results
Net charge = -2
Lowest unoccupied orbital energy (alpha / beta) = 4.43 / 4.45 eV
Gap between HOMO and LUMO (alpha / beta) = 0.187 / 0.119 Eh

Each line ends with the Löwdin charge.
Atoms and positions in Å:
Sc -0.01 -0.04 -0.19  1.07
C 3.23 -1.78 2.05  -0.02
C 1.86 -1.26 1.67  -0.57
O 1.86 -0.36 0.67  -0.20
C 0.81 -1.22 2.82  -0.15
C -0.17 -0.13 2.94  -0.30
C -0.40 0.54 4.26  -0.09
N -0.57 0.45 1.80  -0.09
N -1.10 1.70 1.88  0.07
C -0.80 2.43 0.82  -0.46
O -0.01 1.99 -0.15  -0.18
C -1.23 3.81 0.77  -0.15
C -0.82 4.65 -0.28  -0.04
C -1.21 5.98 -0.33  -0.13
C -2.03 6.52 0.66  -0.15
C -2.45 5.70 1.70  -0.13
C -2.07 4.37 1.76  -0.05
H 3.82 -1.98 1.16  0.07
H 3.75 -1.02 2.64  0.08
H 3.17 -2.70 2.64  0.07
H 1.14 -1.64 3.77  0.14
H -0.20 -0.16 5.08  0.06
H 0.24 1.43 4.40  0.07
H -1.43 0.90 4.34  0.06
H -0.20 4.22 -1.05  0.10
H -0.89 6.59 -1.16  0.08
H -2.34 7.56 0.61  0.07
H -3.09 6.10 2.48  0.08
H -2.40 3.73 2.57  0.09
N 1.05 -0.34 -2.27  0.04
C 0.22 -1.37 -2.94  -0.30
C 0.79 -1.83 -4.27  -0.15
C -0.14 -2.71 -5.11  -0.20
C -1.45 -2.10 -5.61  -0.22
N -2.52 -1.82 -4.66  0.00
C -2.64 -2.65 -3.52  -0.51
N -2.91 -4.02 -3.76  0.08
N -3.41 -2.08 -2.49  0.12
C -0.06 -2.49 -1.92  -0.61
O 0.11 -3.67 -2.22  0.01
O -0.47 -2.04 -0.79  -0.09
H 1.04 0.52 -2.81  0.09
H 2.01 -0.65 -2.16  0.10
H -0.74 -0.88 -3.10  0.11
H 1.71 -2.39 -4.08  0.11
H 1.06 -0.94 -4.86  0.11
H -0.34 -3.62 -4.55  0.08
H 0.41 -3.01 -6.02  0.10
H -1.83 -2.78 -6.39  0.09
H -1.25 -1.16 -6.14  0.11
H -2.60 -0.85 -4.41  0.10
H -2.85 -4.24 -4.74  0.06
H -2.22 -4.58 -3.27  0.07
H -2.90 -1.35 -1.99  0.05
H -3.64 -2.79 -1.80  0.08
N 0.72 -2.16 1.72  0.03
C 0.72 -3.53 1.83  -0.24
C 1.43 -4.32 0.92  -0.02
C 1.39 -5.70 1.02  -0.10
C 0.65 -6.33 2.02  -0.14
C -0.06 -5.54 2.91  -0.12
C -0.03 -4.16 2.83  -0.02
H 1.97 -3.84 0.12  0.12
H 1.93 -6.30 0.29  0.09
H 0.61 -7.41 2.08  0.08
H -0.66 -6.01 3.69  0.09
H -0.60 -3.54 3.51  0.11
F -4.78 4.20 -3.88  0.08
C -4.04 3.26 -3.25  -0.16
C -4.54 2.58 -2.15  -0.15
F -5.78 2.88 -1.71  0.09
C -3.80 1.62 -1.51  -0.14
F -4.33 1.00 -0.45  0.11
C -2.50 1.25 -1.93  -0.29
O -1.81 0.35 -1.34  -0.13
C -2.04 1.96 -3.06  -0.14
F -0.81 1.69 -3.55  0.08
C -2.78 2.93 -3.70  -0.16
F -2.27 3.57 -4.77  0.09



Density functional theory data (ωB97M-V/def2-TZVPD) for a 6-piece molecular cluster, C30H76N5O11 overall.

Results
Net charge = -1
Lowest unoccupied orbital energy = 2.33 eV
Gap between HOMO and LUMO = 0.270 Eh

Each line ends with the Löwdin charge.
Atoms and positions in Å:
O -1.08 -0.95 1.00  -0.36
H -0.94 -0.02 1.04  -0.08
C -1.16 -6.04 3.71  -0.11
O -2.33 -5.39 4.24  -0.23
C -2.03 -4.06 4.51  -0.25
C -1.98 -3.13 3.22  -0.19
N -1.86 -1.69 3.47  -0.09
C -3.02 -1.00 3.92  -0.27
C -2.93 0.55 4.03  -0.25
O -3.88 1.09 4.91  -0.24
C -5.26 1.07 4.43  -0.10
H -0.40 -5.76 4.47  0.08
H -1.02 -5.58 2.70  0.06
H -1.50 -7.15 3.51  0.12
H -0.99 -3.90 5.15  0.16
H -2.80 -3.72 5.19  0.10
H -2.93 -3.31 2.81  0.08
H -1.13 -3.32 2.45  0.13
H -1.58 -1.24 2.53  0.05
H -3.40 -1.34 4.99  0.15
H -3.96 -1.19 3.30  0.10
H -2.76 1.21 2.99  0.18
H -2.05 0.48 4.55  0.07
H -5.86 1.75 5.17  0.10
H -5.55 -0.04 4.55  0.09
H -5.31 1.42 3.29  0.11
C 3.73 1.99 -7.54  -0.16
O 4.00 2.24 -6.14  -0.20
C 2.67 2.42 -5.58  -0.21
C 2.80 2.66 -4.06  -0.22
N 1.49 2.82 -3.45  -0.05
C 1.70 3.57 -2.16  -0.17
C 0.60 3.22 -1.07  -0.28
O 0.82 3.83 0.13  -0.21
C -0.22 3.66 1.06  -0.09
H 2.95 1.19 -7.77  0.09
H 4.67 1.58 -8.00  0.09
H 3.35 2.91 -8.13  0.10
H 2.18 1.39 -5.46  0.15
H 2.09 3.26 -6.08  0.14
H 3.38 3.54 -4.10  0.10
H 3.17 1.90 -3.49  0.10
H 1.07 1.96 -3.25  0.05
H 1.75 4.74 -2.50  0.17
H 2.52 3.13 -1.43  0.12
H 0.33 1.96 -0.80  0.20
H -0.15 3.49 -1.69  0.05
H 0.15 4.08 2.09  0.12
H -0.37 2.63 1.20  0.05
H -1.02 4.35 0.79  0.09
C 1.79 -0.41 2.70  -0.07
O 3.06 0.21 2.49  -0.17
C 3.30 0.93 1.35  -0.24
C 4.64 1.65 1.37  -0.20
N 4.85 2.48 0.18  -0.05
C 6.20 3.06 0.16  -0.19
C 6.15 4.03 -1.01  -0.19
O 7.42 4.68 -1.12  -0.20
C 7.58 5.76 -2.05  -0.05
H 1.40 -0.74 1.73  0.07
H 1.02 0.20 3.09  0.07
H 1.72 -1.20 3.36  0.06
H 2.51 1.41 0.88  0.07
H 3.36 0.05 0.51  0.16
H 5.62 1.00 1.68  0.17
H 4.71 2.15 2.18  0.03
H 4.19 3.15 0.37  0.06
H 6.97 2.25 0.11  0.14
H 6.32 3.38 1.11  0.07
H 5.34 4.81 -0.94  0.15
H 6.17 3.36 -1.80  0.10
H 8.63 5.91 -2.34  0.10
H 7.17 6.50 -1.77  -0.02
H 7.22 5.31 -2.97  0.10
C 2.07 -5.59 1.62  -0.16
O 2.11 -4.78 0.53  -0.15
C 1.09 -3.85 0.50  -0.24
C 1.25 -3.01 -0.81  -0.17
N 0.02 -2.27 -1.12  -0.03
C 0.21 -1.29 -2.23  -0.16
C -0.96 -0.34 -2.51  -0.27
O -0.66 0.61 -3.44  -0.17
C -1.76 1.59 -3.67  -0.03
H 1.81 -5.02 2.62  0.12
H 2.98 -6.06 1.80  0.05
H 1.26 -6.47 1.51  0.12
H 0.93 -3.21 1.15  0.01
H 0.11 -4.35 0.45  0.13
H 1.41 -3.75 -1.65  0.13
H 2.11 -2.27 -0.72  0.12
H -0.41 -1.82 -0.37  0.00
H 0.20 -1.73 -3.21  0.12
H 0.91 -0.68 -2.09  0.03
H -1.17 0.09 -1.76  -0.02
H -1.82 -1.12 -2.65  0.17
H -2.53 1.40 -4.53  0.12
H -1.15 2.38 -4.23  0.10
H -2.17 1.91 -2.87  -0.03
C -4.69 3.47 -0.91  -0.14
O -4.50 2.45 0.04  -0.19
C -3.85 1.34 -0.59  -0.20
C -4.40 0.17 0.18  -0.30
N -3.81 -1.09 -0.03  -0.08
C -4.46 -2.28 0.54  -0.14
C -3.76 -3.61 0.10  -0.19
O -4.62 -4.68 0.38  -0.16
C -4.03 -5.92 0.62  -0.10
H -4.90 4.26 -0.26  0.06
H -5.26 3.46 -1.86  0.09
H -3.63 3.73 -1.33  0.10
H -2.67 1.33 -0.28  0.16
H -4.06 1.20 -1.66  0.12
H -5.45 0.05 0.03  0.11
H -4.41 0.23 1.27  0.10
H -2.74 -1.01 0.38  0.13
H -5.44 -2.27 0.02  0.14
H -4.60 -2.32 1.39  -0.04
H -2.82 -3.80 0.39  0.05
H -3.43 -3.55 -0.95  0.13
H -3.59 -6.42 -0.19  0.07
H -4.76 -6.57 0.96  0.07
H -3.30 -5.73 1.38  0.07



Density functional theory data (ωB97M-V/def2-TZVPD) for C57H60Br2I2KN5O4Si as an isolated structure.

Results
Net charge = -2
Lowest unoccupied orbital energy = 3.52 eV
Gap between HOMO and LUMO = 0.194 Eh

Each line ends with the Löwdin charge.
Atoms and positions in Å:
K -0.01 0.07 0.66  0.62
I -4.96 -1.87 0.83  0.69
C -3.01 -2.65 0.51  -1.21
I -2.30 -3.82 2.13  0.67
H -2.34 -1.82 0.40  -0.09
H -3.05 -3.28 -0.37  -0.05
C -4.39 6.68 -1.31  -0.09
O -4.87 5.46 -0.80  -0.09
C -4.86 5.30 0.56  -0.30
C -5.21 4.03 1.02  0.02
C -5.21 3.76 2.37  -0.02
C -4.86 4.75 3.30  -0.31
C -4.56 6.02 2.83  -0.06
C -4.54 6.30 1.46  -0.03
N -4.93 4.54 4.72  0.03
N -4.46 3.51 5.26  0.04
C -3.64 2.60 4.54  -0.29
C -3.90 1.25 4.73  -0.06
C -3.38 0.28 3.89  -0.04
C -2.55 0.60 2.79  -0.39
O -2.19 -0.22 1.91  -0.22
C -2.07 2.00 2.76  -0.13
N -1.09 2.30 1.88  0.10
C -0.61 3.51 1.83  -0.15
C -1.05 4.54 2.68  -0.05
C -2.05 4.27 3.57  -0.02
C -2.62 2.98 3.62  -0.12
H -4.41 6.57 -2.40  0.08
H -3.37 6.88 -0.99  0.07
H -5.03 7.52 -1.02  0.09
H -5.44 3.27 0.29  0.12
H -5.45 2.76 2.71  0.12
H -4.32 6.79 3.55  0.11
H -4.27 7.29 1.13  0.10
H -4.61 0.98 5.50  0.10
H -3.67 -0.76 4.01  0.09
H 0.16 3.71 1.09  0.10
H -0.61 5.53 2.61  0.10
H -2.41 5.03 4.25  0.11
C 6.48 -4.19 4.64  -0.06
C 6.62 -3.17 3.50  -0.57
C 7.60 -2.07 3.93  -0.06
C 7.23 -3.89 2.29  -0.08
C 5.26 -2.55 3.16  -0.21
C 4.67 -2.63 1.91  -0.11
C 3.45 -2.04 1.68  -0.55
Br 2.68 -2.20 -0.06  0.78
C 2.70 -1.29 2.64  -0.45
O 1.61 -0.71 2.35  -0.25
C 3.31 -1.25 3.95  -0.09
C 4.54 -1.86 4.14  -0.02
C 2.66 -0.57 5.16  -0.53
C 1.27 0.04 4.91  -0.06
C 2.49 -1.59 6.29  -0.06
C 3.57 0.57 5.66  -0.05
H 7.45 -4.63 4.89  0.07
H 5.79 -4.98 4.34  0.09
H 6.07 -3.72 5.54  0.07
H 8.58 -2.49 4.19  0.07
H 7.22 -1.53 4.81  0.07
H 7.74 -1.34 3.13  0.09
H 8.20 -4.32 2.57  0.08
H 7.39 -3.21 1.46  0.08
H 6.59 -4.70 1.95  0.08
H 5.15 -3.16 1.09  0.08
H 4.98 -1.79 5.13  0.09
H 0.56 -0.70 4.55  0.09
H 1.30 0.83 4.16  0.07
H 0.90 0.46 5.85  0.08
H 1.85 -2.41 5.96  0.09
H 2.02 -1.12 7.16  0.08
H 3.45 -2.02 6.61  0.07
H 3.68 1.33 4.88  0.07
H 4.56 0.21 5.92  0.07
H 3.13 1.05 6.54  0.08
C 3.46 4.54 0.95  -0.06
N 2.90 3.21 0.91  -0.18
C 2.78 2.50 2.16  -0.03
C 2.43 2.69 -0.24  -0.32
O 1.83 1.63 -0.33  -0.09
H 2.88 5.18 1.61  0.09
H 3.44 4.98 -0.05  0.07
H 4.50 4.52 1.30  0.08
H 2.10 3.02 2.84  0.09
H 3.76 2.42 2.64  0.09
H 2.39 1.49 1.99  0.07
H 2.62 3.32 -1.12  0.13
C -4.88 4.05 -5.25  -0.13
C -4.78 2.74 -4.80  -0.11
C -3.73 2.37 -3.97  -0.13
C -2.75 3.27 -3.56  -0.33
C -2.88 4.59 -4.02  -0.12
C -3.93 4.98 -4.85  -0.12
Si -1.28 2.59 -2.47  0.77
C -0.08 2.13 -3.94  -0.32
C -0.39 2.20 -5.30  -0.10
C 0.49 1.73 -6.28  -0.11
C 1.72 1.20 -5.92  -0.14
C 2.06 1.13 -4.57  -0.12
C 1.17 1.58 -3.61  -0.15
C -0.53 4.29 -1.91  -0.31
C 0.69 4.84 -2.30  -0.12
C 1.17 6.03 -1.76  -0.13
C 0.43 6.72 -0.81  -0.12
C -0.80 6.20 -0.41  -0.12
C -1.26 5.01 -0.95  -0.14
H -5.70 4.35 -5.89  0.08
H -5.52 2.01 -5.10  0.09
H -3.68 1.34 -3.61  0.09
H -2.14 5.33 -3.73  0.09
H -3.99 6.01 -5.19  0.09
H -1.34 2.61 -5.61  0.09
H 0.20 1.79 -7.32  0.09
H 2.40 0.83 -6.68  0.09
H 3.01 0.70 -4.27  0.10
H 1.43 1.45 -2.56  0.08
H 1.29 4.33 -3.06  0.09
H 2.13 6.43 -2.09  0.09
H 0.80 7.64 -0.39  0.09
H -1.39 6.71 0.34  0.09
H -2.21 4.60 -0.60  0.10
Br 1.53 -2.75 -5.81  0.71
C 0.63 -2.53 -4.15  -0.67
C -0.06 -1.37 -3.89  -0.09
C -0.69 -1.28 -2.65  -0.12
N -0.67 -2.24 -1.73  0.07
C 0.01 -3.35 -2.01  -0.18
C 0.68 -3.55 -3.21  -0.13
H -0.09 -0.55 -4.59  0.09
H -1.21 -0.36 -2.40  0.06
H 0.04 -4.11 -1.24  0.10
H 1.24 -4.46 -3.39  0.10



Table of energy relative to the best compared isomer or geometry (same formula, charge and spin) (kJ/mol), in record order: 332.1, 219.1, 0.0, 66.8